DFT (wB97M-V/def2-TZVPD) results for 2 unconnected molecules or ions with the total composition C4H12NO2S.

Values from the calculation:
- Max |F|: 4.0 eV/A
- Total charge: -1
- Kohn-Sham gap: 7.02 eV
- E_HOMO: -3.89 eV
- Relative energy (zero: lowest compared OMol25 entry of this formula, charge and spin): 43.0 kcal per mole

Bonds (Å) are listed after each position.
Element x y z (Å)
1 C 1.57 -0.50 0.12  O2 1.359, C3 1.569, H8 1.138, H9 1.134
2 O 1.06 -0.23 1.35  C1 1.359
3 C 0.55 0.39 -0.67  C1 1.569, C4 1.648, N7 1.514, H10 1.102
4 C -0.90 -0.37 -0.49  C3 1.648, C5 1.552, H11 1.055, H12 1.121
5 C -2.19 0.28 -1.07  C4 1.552, S6 1.885, H13 1.061, H14 1.037
6 S -1.87 1.02 -2.78  C5 1.885, H15 1.405
7 N 0.69 1.80 -0.15  C3 1.514, H16 1.002, H17 1.015
8 H 2.68 -0.29 0.09  C1 1.138
9 H 1.49 -1.62 -0.08  C1 1.134
10 H 0.67 0.47 -1.76  C3 1.102
11 H -0.86 -1.36 -0.87  C4 1.055
12 H -0.99 -0.41 0.62  C4 1.121
13 H -2.35 1.07 -0.38  C5 1.061
14 H -3.05 -0.29 -1.10  C5 1.037
15 H -1.23 2.19 -2.33  S6 1.405
16 H 0.56 1.67 0.84  N7 1.002
17 H 1.66 2.08 -0.26  N7 1.015
18 H 1.03 -1.33 2.24  O20 1.178
19 H 0.43 -2.31 3.70  O20 0.957
20 O 1.04 -2.25 2.97  H18 1.178, H19 0.957

=====

DFT (wB97M-V/def2-TZVPD) results for 2 unconnected molecules or ions with the total composition C4H12NO3.

Values from the calculation:
- Max |F|: 1.3 eV/A
- Total charge: -1
- Kohn-Sham gap: 7.38 eV
- E_HOMO: -3.72 eV
- Relative energy (zero: lowest compared OMol25 entry of this formula, charge and spin): 14.2 kcal per mole

Bonds (Å) are listed after each position.
Element x y z (Å)
1 C 0.53 -1.02 0.69  C2 1.526, N5 1.467, H8 1.096, H9 1.100
2 C 0.22 0.31 1.37  C1 1.526, C3 1.577, H10 1.093, H11 1.095
3 C -1.30 0.68 1.21  C2 1.577, O4 1.349, H12 1.112, H13 1.124
4 O -1.52 1.43 0.11  C3 1.349
5 N -0.24 -1.10 -0.56  C1 1.467, C6 1.415, H14 1.019
6 C 0.30 -1.91 -1.59  N5 1.415, O7 1.452, H15 1.090, H16 1.096
7 O 1.62 -1.57 -2.07  C6 1.452, H17 0.966
8 H 1.59 -1.17 0.47  C1 1.096
9 H 0.23 -1.85 1.35  C1 1.100
10 H 0.57 0.36 2.41  C2 1.093
11 H 0.76 1.10 0.84  C2 1.095
12 H -1.84 -0.29 1.21  C3 1.112
13 H -1.63 1.13 2.18  C3 1.124
14 H -0.61 -0.20 -0.86  N5 1.019
15 H -0.36 -1.90 -2.45  C6 1.090
16 H 0.40 -2.93 -1.18  C6 1.096
17 H 1.80 -0.66 -1.81  O7 0.966
18 H 0.50 3.31 -0.88  O20 0.955
19 H -0.75 2.69 -0.07  O20 1.052
20 O -0.26 3.57 -0.37  H18 0.955, H19 1.052

=====

DFT (wB97M-V/def2-TZVPD) results for 2 unconnected molecules or ions with the total composition C4H12NO3.

Values from the calculation:
- Max |F|: 1.7 eV/A
- Total charge: -1
- Kohn-Sham gap: 7.01 eV
- E_HOMO: -3.43 eV
- Relative energy (zero: lowest compared OMol25 entry of this formula, charge and spin): 18.1 kcal per mole

Bonds (Å) are listed after each position.
Element x y z (Å)
1 C 0.43 0.13 2.08  C2 1.546, H8 1.094, H9 1.091, H10 1.095
2 C -0.26 0.42 0.73  C1 1.546, C3 1.527, N5 1.450, H11 1.099
3 C -1.22 1.61 0.85  C2 1.527, O4 1.427, H12 1.103, H13 1.092
4 O -0.59 2.89 0.82  C3 1.427, H14 0.958
5 N 0.73 0.62 -0.31  C2 1.450, C6 1.490, H15 1.019
6 C 1.07 -0.60 -1.10  N5 1.490, O7 1.359, H16 1.111, H17 1.108
7 O 0.06 -1.49 -1.27  C6 1.359
8 H 0.68 1.04 2.63  C1 1.094
9 H 1.33 -0.46 1.90  C1 1.091
10 H -0.20 -0.50 2.72  C1 1.095
11 H -0.93 -0.39 0.44  C2 1.099
12 H -1.91 1.59 -0.01  C3 1.103
13 H -1.85 1.65 1.74  C3 1.092
14 H 0.36 2.96 0.82  O4 0.958
15 H 0.25 1.25 -0.95  N5 1.019
16 H 1.50 -0.30 -2.07  C6 1.111
17 H 1.93 -1.04 -0.56  C6 1.108
18 H -0.10 -2.44 -2.52  O20 1.037
19 H -0.76 -3.87 -2.73  O20 0.977
20 O -0.55 -3.06 -3.22  H18 1.037, H19 0.977

=====

DFT (wB97M-V/def2-TZVPD) results for 2 unconnected molecules or ions with the total composition C4H12NO3.

Values from the calculation:
- Max |F|: 3.2 eV/A
- Total charge: +1
- Kohn-Sham gap: 11.08 eV
- E_HOMO: -14.57 eV
- Relative energy (zero: lowest compared OMol25 entry of this formula, charge and spin): 24.1 kcal per mole

Bonds (Å) are listed after each position.
Element x y z (Å)
1 C 0.92 -1.90 1.02  C2 1.568, H8 1.089, H9 1.117, H10 1.072
2 C 0.35 -1.10 -0.20  C1 1.568, C3 1.516, N7 1.514, H11 1.119
3 C 1.08 0.15 -0.67  C2 1.516, C4 1.547, H12 1.122, H13 1.096
4 C 0.32 1.03 -1.69  C3 1.547, O5 1.358, O6 1.195
5 O -1.04 1.04 -1.60  C4 1.358, H14 0.977
6 O 0.83 1.69 -2.54  C4 1.195
7 N -1.15 -1.02 -0.07  C2 1.514, H15 1.029, H16 1.006, H17 1.071
8 H 1.35 -1.33 1.84  C1 1.089
9 H 0.19 -2.42 1.70  C1 1.117
10 H 1.65 -2.60 0.67  C1 1.072
11 H 0.51 -1.88 -0.99  C2 1.119
12 H 1.26 0.92 0.12  C3 1.122
13 H 2.04 -0.07 -1.15  C3 1.096
14 H -1.38 1.70 -2.24  O5 0.977
15 H -1.64 -1.43 -0.88  N7 1.029
16 H -1.39 -1.46 0.80  N7 1.006
17 H -1.46 0.01 -0.01  N7 1.071
18 H -1.40 2.67 2.44  O20 0.965
19 H -0.52 3.37 1.40  O20 0.964
20 O -0.53 2.64 2.03  H18 0.965, H19 0.964

=====

DFT (wB97M-V/def2-TZVPD) results for a single C4H12NOPS molecule.

Values from the calculation:
- ⟨S²⟩: 2.006
- Multiplicity: 3
- Max |F|: 3.4 eV/A
- Kohn-Sham gap (spin up / spin down): 5.14 / 6.23 eV
- E_HOMO (spin up / spin down): -4.39 / -8.71 eV
- Relative energy (zero: lowest compared OMol25 entry of this formula, charge and spin): 0.0 kcal per mole

Bonds (Å) are listed after each position.
Element x y z (Å)
1 C -1.48 -0.54 1.58  N5 1.467, H9 1.100, H10 1.045, H11 1.105
2 C -1.51 -1.01 -0.94  N5 1.430, H12 1.115, H13 1.172, H14 1.097
3 C -0.21 1.69 -1.74  P7 1.859, H15 1.139, H16 1.033, H17 1.068
4 C 2.72 -0.39 1.00  S8 1.811, H18 1.177, H19 1.168, H20 1.099
5 N -1.21 -0.19 0.19  C1 1.467, C2 1.430, P7 1.730
6 O 0.74 1.78 0.85  P7 1.466
7 P 0.13 0.86 -0.11  C3 1.859, N5 1.730, O6 1.466, S8 2.418
8 S 1.79 -0.85 -0.49  C4 1.811, P7 2.418
9 H -2.56 -0.75 1.63  C1 1.100
10 H -0.93 -1.34 1.96  C1 1.045
11 H -1.31 0.42 2.10  C1 1.105
12 H -1.76 -0.45 -1.87  C2 1.115
13 H -0.50 -1.50 -1.26  C2 1.172
14 H -2.11 -1.88 -0.67  C2 1.097
15 H 0.19 0.94 -2.50  C3 1.139
16 H -1.21 1.95 -1.82  C3 1.033
17 H 0.43 2.53 -1.81  C3 1.068
18 H 3.84 -0.26 0.67  C4 1.177
19 H 2.77 -1.38 1.63  C4 1.168
20 H 2.17 0.35 1.60  C4 1.099

=====

DFT (wB97M-V/def2-TZVPD) results for 2 unconnected molecules or ions with the total composition C4H12NOS.

Values from the calculation:
- Max |F|: 4.8 eV/A
- Total charge: -1
- Kohn-Sham gap: 6.42 eV
- E_HOMO: -2.89 eV
- Relative energy (zero: lowest compared OMol25 entry of this formula, charge and spin): 39.3 kcal per mole

Bonds (Å) are listed after each position.
Element x y z (Å)
1 C 2.15 -1.94 -1.22  N2 1.446, C6 1.462, H7 1.159, H8 1.095
2 N 1.81 -0.83 -0.34  C1 1.446, C3 1.513, H9 0.990
3 C 0.33 -0.78 0.00  N2 1.513, C4 1.453, H10 1.097, H11 1.187
4 C -0.16 0.57 0.20  C3 1.453, S5 1.882, H12 1.162, H13 1.123
5 S -2.00 0.81 0.48  C4 1.882
6 C 2.11 -3.10 -0.34  C1 1.462, H14 1.092, H15 1.167, H16 1.134
7 H 3.07 -1.60 -1.83  C1 1.159
8 H 1.36 -2.07 -1.97  C1 1.095
9 H 2.11 -0.01 -0.81  N2 0.990
10 H -0.33 -1.44 -0.57  C3 1.097
11 H 0.44 -1.39 1.01  C3 1.187
12 H 0.27 1.01 1.18  C4 1.162
13 H 0.08 1.25 -0.67  C4 1.123
14 H 1.13 -3.26 0.13  C6 1.092
15 H 3.02 -3.03 0.39  C6 1.167
16 H 2.25 -3.90 -1.12  C6 1.134
17 H -2.07 2.90 0.59  O19 1.063
18 H -1.55 4.16 1.44  O19 1.000
19 O -2.12 3.96 0.65  H17 1.063, H18 1.000